No. 1
{
  "formula": "C26H39FeN5O9SSbSe",
  "method": "the ωB97M-V functional and the def2-TZVPD basis",
  "spin_multiplicity": 6,
  "relative_energy_kcal_mol": 0.0,
  "total_charge": -2,
  "e_lumo_ev": [4.40, 4.40],
  "elements": ["Fe", "N", "C", "S", "N", "N", "C", "C", "C", "C", "C", "C", "C", "O", "H", "H", "H", "H", "H", "H", "H", "C", "C", "N", "C", "C", "N", "C", "O", "O", "C", "O", "O", "H", "H", "H", "H", "H", "O", "Se", "O", "O", "O", "C", "C", "C", "C", "Sb", "C", "C", "C", "C", "C", "C", "C", "C", "H", "H", "H", "H", "H", "H", "H", "H", "H", "H", "H", "H", "H", "H", "H", "H", "H", "H", "H", "H", "H", "H", "H", "H", "H", "H", "H"],
  "positions_angstrom": [[1.085, -1.570, 0.428], [1.785, -2.573, -3.534], [1.921, -2.616, -2.163], [2.660, -1.229, -1.368], [1.495, -3.692, -1.574], [1.469, -3.557, -0.211], [1.293, -4.605, 0.491], [1.288, -4.569, 1.939], [0.899, -5.710, 2.644], [0.898, -5.750, 4.025], [1.321, -4.615, 4.724], [1.727, -3.481, 4.056], [1.716, -3.406, 2.641], [2.069, -2.308, 2.050], [1.842, -1.627, -3.877], [0.901, -3.003, -3.793], [1.155, -5.557, -0.022], [0.577, -6.577, 2.075], [0.578, -6.639, 4.553], [1.325, -4.621, 5.809], [2.047, -2.595, 4.593], [-2.058, -3.475, 2.464], [-1.371, -2.238, 2.910], [-0.500, -1.533, 2.222], [-0.096, -0.503, 3.021], [-0.749, -0.564, 4.223], [-1.552, -1.672, 4.128], [-0.746, 0.243, 5.459], [0.039, 1.295, 5.474], [-1.448, -0.079, 6.401], [0.918, 0.461, 2.515], [1.257, 1.414, 3.248], [1.347, 0.253, 1.346], [-1.829, -3.668, 1.413], [-3.140, -3.365, 2.558], [-1.731, -4.323, 3.071], [-2.144, -1.993, 4.876], [0.545, 1.392, 4.578], [-3.028, -1.599, -1.122], [-1.671, -2.439, -1.403], [-1.275, -2.493, -2.979], [-0.430, -1.517, -0.667], [-1.657, -3.890, -0.672], [2.627, 3.189, -0.629], [1.720, 3.266, -1.861], [2.525, 2.743, -3.051], [1.319, 4.715, -2.113], [0.100, 1.794, -1.465], [-1.333, 2.988, -0.272], [-2.087, 4.103, -0.988], [-0.585, 3.577, 0.923], [-2.322, 1.944, 0.259], [-0.916, 1.676, -3.431], [-0.146, 0.597, -4.200], [-2.333, 1.147, -3.203], [-0.979, 2.955, -4.257], [3.520, 3.812, -0.789], [2.957, 2.165, -0.443], [2.135, 3.537, 0.280], [3.455, 3.322, -3.147], [1.982, 2.836, -3.993], [2.800, 1.693, -2.917], [2.218, 5.319, -2.308], [0.815, 5.155, -1.252], [0.660, 4.816, -2.976], [-1.412, 4.856, -1.400], [-2.755, 4.610, -0.276], [-2.706, 3.725, -1.801], [0.069, 4.403, 0.636], [0.021, 2.833, 1.445], [-1.312, 3.973, 1.647], [-2.890, 1.455, -0.534], [-3.034, 2.425, 0.945], [-1.808, 1.152, 0.809], [-0.189, -0.362, -3.678], [0.900, 0.871, -4.365], [-0.613, 0.448, -5.184], [-2.363, 0.251, -2.579], [-2.770, 0.873, -4.173], [-2.987, 1.897, -2.754], [0.012, 3.318, -4.536], [-1.499, 3.760, -3.733], [-1.528, 2.758, -5.190]],
  "forces_ev_per_a": [[0.04, -0.19, 0.41], [0.00, 0.01, 0.01], [0.02, -0.01, 0.02], [-0.04, -0.04, -0.01], [0.03, -0.01, -0.04], [0.01, 0.15, -0.20], [-0.02, -0.06, -0.01], [0.01, 0.01, 0.06], [0.00, 0.00, -0.01], [0.00, 0.00, 0.01], [-0.01, 0.00, 0.00], [0.01, 0.01, -0.01], [0.00, -0.01, 0.03], [-0.03, -0.03, -0.08], [0.01, 0.00, 0.00], [0.00, -0.01, 0.00], [0.00, 0.00, 0.00], [0.00, 0.00, 0.00], [0.00, 0.00, 0.00], [0.00, 0.00, 0.00], [0.00, 0.00, 0.00], [-0.01, 0.01, 0.01], [-0.02, 0.01, -0.04], [0.07, 0.00, -0.02], [-0.06, 0.02, 0.03], [0.01, -0.01, 0.01], [-0.02, -0.01, -0.02], [0.00, 0.02, 0.01], [0.00, 0.02, -0.03], [0.00, -0.01, 0.00], [0.03, 0.01, -0.02], [-0.04, 0.03, 0.02], [0.05, 0.02, -0.07], [-0.01, 0.00, 0.00], [0.00, 0.00, 0.02], [0.01, 0.00, -0.01], [-0.01, 0.01, 0.01], [0.03, -0.04, 0.02], [-0.04, 0.04, -0.01], [0.10, -0.03, 0.04], [0.00, -0.01, -0.05], [-0.04, 0.14, -0.01], [-0.02, -0.06, 0.01], [-0.01, -0.02, -0.01], [0.01, 0.00, -0.01], [-0.01, 0.01, 0.00], [0.01, -0.01, 0.01], [-0.03, 0.00, -0.04], [-0.01, -0.02, 0.01], [0.01, 0.01, -0.01], [0.00, -0.02, 0.00], [-0.01, 0.01, -0.02], [-0.02, -0.02, 0.02], [0.01, 0.01, -0.02], [0.00, 0.00, -0.01], [0.00, 0.02, 0.02], [0.00, 0.00, 0.00], [0.00, 0.01, 0.01], [-0.02, 0.01, 0.02], [0.00, 0.00, 0.00], [0.01, 0.00, 0.00], [0.00, 0.00, 0.00], [0.00, 0.00, 0.00], [0.01, -0.01, 0.00], [0.00, 0.01, -0.01], [-0.02, 0.00, 0.01], [0.00, 0.00, 0.00], [-0.01, -0.01, 0.00], [0.01, 0.00, 0.00], [0.01, 0.02, -0.01], [0.00, 0.00, 0.00], [0.01, -0.01, 0.04], [0.00, 0.00, 0.00], [-0.01, -0.01, -0.01], [0.00, 0.00, 0.02], [-0.01, -0.01, 0.01], [0.00, 0.01, -0.01], [0.00, 0.01, 0.00], [0.00, 0.00, 0.00], [0.01, 0.01, 0.00], [0.00, 0.00, 0.00], [0.01, -0.01, -0.01], [0.00, 0.00, 0.00]]
}



No. 2
{
  "formula": "C26H39N10O3SSi2Ti",
  "method": "the ωB97M-V functional and the def2-TZVPD basis",
  "spin_multiplicity": 2,
  "relative_energy_kcal_mol": 9.6,
  "total_charge": -2,
  "e_lumo_ev": [4.36, 4.36],
  "elements": ["Ti", "C", "C", "C", "C", "C", "C", "C", "C", "C", "C", "H", "H", "H", "H", "H", "H", "H", "H", "H", "H", "H", "H", "H", "H", "H", "N", "C", "N", "N", "N", "N", "C", "N", "N", "N", "N", "H", "O", "C", "N", "S", "O", "O", "C", "C", "C", "C", "C", "C", "H", "H", "H", "H", "C", "Si", "C", "C", "C", "Si", "C", "C", "C", "H", "H", "H", "H", "H", "H", "H", "H", "H", "H", "H", "H", "H", "H", "H", "H", "H", "H", "H"],
  "positions_angstrom": [[-0.177, 0.492, 0.481], [1.751, -1.558, 1.361], [0.993, -0.594, 2.143], [-0.173, -1.319, 2.613], [-0.168, -2.579, 2.039], [1.034, -2.730, 1.280], [1.384, -3.995, 0.553], [-1.228, -3.642, 2.114], [-1.103, -0.839, 3.690], [1.811, 0.237, 3.121], [3.206, -1.351, 1.067], [2.421, -3.993, 0.212], [0.747, -4.139, -0.328], [1.240, -4.864, 1.204], [-1.363, -4.109, 1.131], [-2.186, -3.231, 2.424], [-0.962, -4.442, 2.817], [-0.742, -1.178, 4.669], [-2.109, -1.233, 3.559], [-1.162, 0.251, 3.721], [1.186, 0.815, 3.792], [2.482, 0.928, 2.611], [2.426, -0.440, 3.736], [3.618, -2.150, 0.449], [3.772, -1.333, 2.007], [3.380, -0.398, 0.565], [-2.904, 2.573, 1.028], [-1.820, 2.639, 1.881], [-1.809, 3.412, 2.954], [-0.548, 3.351, 3.407], [0.171, 2.595, 2.656], [-0.605, 2.082, 1.673], [-2.750, 2.020, -0.224], [-3.719, 1.923, -1.125], [-3.102, 1.452, -2.225], [-1.845, 1.280, -2.000], [-1.569, 1.632, -0.717], [-3.796, 2.364, 1.452], [-0.749, -0.985, -0.484], [-1.960, -1.082, -0.125], [-2.352, -0.479, 1.004], [-3.924, -0.835, 1.276], [-4.081, -1.940, 2.199], [-4.720, 0.318, 1.623], [-4.262, -1.487, -0.344], [-5.429, -1.796, -0.995], [-5.339, -2.342, -2.271], [-4.093, -2.566, -2.856], [-2.923, -2.229, -2.201], [-3.017, -1.673, -0.932], [-6.388, -1.604, -0.531], [-6.240, -2.562, -2.828], [-4.051, -2.996, -3.849], [-1.951, -2.334, -2.664], [2.060, -1.770, -2.061], [2.340, 0.111, -2.103], [2.010, 0.543, -3.939], [4.230, 0.395, -1.953], [1.252, 1.176, -1.030], [1.858, 2.925, -0.813], [3.283, 3.061, 0.439], [2.552, 3.689, -2.436], [0.544, 4.215, -0.342], [1.943, -2.176, -3.069], [1.149, -1.981, -1.499], [2.884, -2.300, -1.582], [2.657, -0.026, -4.615], [2.173, 1.607, -4.130], [0.970, 0.320, -4.196], [4.756, -0.254, -2.659], [4.619, 0.188, -0.955], [4.478, 1.430, -2.199], [0.389, 1.279, -1.712], [4.183, 2.554, 0.080], [2.985, 2.608, 1.388], [3.536, 4.107, 0.635], [3.396, 3.120, -2.837], [2.884, 4.719, -2.278], [1.770, 3.702, -3.201], [0.502, 4.374, 0.737], [-0.439, 3.869, -0.664], [0.736, 5.179, -0.821]],
  "forces_ev_per_a": [[2.94, 2.13, 0.77], [0.03, 0.21, 0.02], [0.48, -0.51, 0.84], [0.24, -0.08, 0.08], [-0.01, -0.03, 0.01], [0.01, -0.11, 0.06], [-0.05, 0.17, 0.04], [0.09, 0.15, 0.01], [0.14, 0.01, -0.13], [-0.10, -0.22, -0.03], [-0.22, -0.03, -0.12], [-0.01, -0.01, -0.02], [0.04, -0.05, -0.02], [0.02, -0.04, -0.04], [-0.08, -0.06, 0.03], [-0.02, -0.03, 0.02], [0.00, -0.03, -0.03], [0.00, 0.06, 0.03], [-0.07, -0.02, 0.03], [-0.03, 0.01, -0.01], [0.01, 0.08, 0.00], [0.01, 0.06, 0.09], [0.04, 0.02, -0.01], [0.03, 0.04, -0.03], [0.05, 0.04, -0.02], [0.05, -0.01, 0.06], [-0.13, -0.51, 0.04], [0.48, 0.44, 0.18], [-0.27, -0.05, -0.18], [0.23, -0.01, -0.01], [0.00, -0.08, 0.17], [-0.98, 1.16, 1.12], [0.21, 0.41, -0.71], [-0.09, 0.12, 0.25], [0.14, 0.00, 0.00], [-0.06, -0.10, -0.07], [-1.11, 0.11, -0.29], [-0.02, 0.09, 0.07], [-1.79, -2.68, -1.62], [0.41, 0.22, 0.76], [-0.52, -0.74, -0.57], [-0.85, 0.04, 0.85], [0.22, 0.09, -0.27], [0.38, 0.02, -0.46], [0.86, 0.14, -0.09], [-0.36, -0.08, 0.11], [0.23, 0.09, 0.05], [-0.30, -0.15, -0.13], [0.30, 0.23, 0.33], [-0.91, -0.49, -0.87], [0.00, 0.01, -0.02], [-0.02, -0.05, 0.02], [0.04, 0.05, -0.02], [-0.01, -0.03, -0.02], [-0.13, 0.18, 0.15], [0.21, 0.08, -0.49], [-0.06, 0.11, 0.20], [-0.24, 0.05, 0.16], [0.41, -0.06, -0.10], [0.23, 0.39, -0.13], [-0.20, -0.17, -0.13], [0.00, -0.31, 0.08], [-0.03, -0.29, 0.07], [0.02, 0.10, -0.06], [0.05, -0.11, 0.01], [-0.02, 0.00, 0.03], [0.03, -0.06, 0.05], [-0.02, -0.06, -0.02], [-0.01, 0.00, 0.03], [-0.05, -0.03, -0.04], [0.02, 0.01, -0.05], [0.04, -0.05, 0.01], [0.15, 0.09, -0.11], [-0.02, -0.02, 0.01], [0.00, 0.03, 0.01], [-0.03, 0.03, -0.05], [-0.04, 0.08, -0.02], [-0.02, 0.01, 0.10], [0.00, 0.03, 0.01], [-0.02, -0.03, 0.00], [-0.03, 0.06, 0.01], [0.13, -0.03, -0.04]]
}



No. 3
{
  "formula": "C26H40AsIrN3OSi3",
  "method": "the ωB97M-V functional and the def2-TZVPD basis",
  "spin_multiplicity": 6,
  "total_charge": 2,
  "e_lumo_ev": [-5.48, -8.50],
  "elements": ["Ir", "O", "C", "C", "C", "C", "C", "C", "C", "N", "C", "C", "N", "H", "H", "H", "H", "H", "H", "H", "C", "C", "C", "C", "C", "C", "C", "C", "N", "H", "H", "H", "H", "H", "H", "C", "Si", "C", "C", "As", "Si", "C", "C", "C", "Si", "C", "C", "C", "H", "H", "H", "H", "H", "H", "H", "H", "H", "H", "H", "H", "H", "H", "H", "H", "H", "H", "H", "H", "H", "H", "H", "H", "H", "H", "H"],
  "positions_angstrom": [[-0.001, -1.033, 0.285], [-1.389, -0.115, -1.210], [-2.592, -0.396, -1.456], [-3.127, -0.011, -2.739], [-4.395, -0.354, -3.104], [-5.196, -1.082, -2.207], [-4.729, -1.421, -0.929], [-3.467, -1.073, -0.509], [-3.049, -1.308, 0.874], [-1.819, -1.304, 1.392], [-1.936, -1.564, 2.738], [-3.249, -1.713, 3.047], [-3.928, -1.547, 1.869], [-2.460, 0.525, -3.401], [-4.777, -0.091, -4.081], [-6.194, -1.379, -2.499], [-5.393, -1.975, -0.276], [-1.077, -1.626, 3.382], [-3.747, -1.912, 3.980], [-4.931, -1.556, 1.775], [0.798, -3.009, -0.311], [0.038, -2.927, -1.524], [-1.243, -3.538, -1.613], [-1.994, -3.424, -2.751], [-1.503, -2.690, -3.847], [-0.233, -2.109, -3.799], [0.527, -2.227, -2.658], [-2.341, -2.511, -4.999], [-3.061, -2.329, -5.876], [1.868, -2.822, -0.355], [0.490, -3.743, 0.426], [-1.611, -4.115, -0.772], [-2.962, -3.904, -2.827], [0.143, -1.573, -4.661], [1.518, -1.791, -2.621], [1.219, 0.710, 4.320], [2.514, 0.610, 2.997], [3.709, 2.013, 3.144], [3.328, -1.056, 2.931], [1.387, 0.892, 0.882], [-0.010, 2.845, 0.902], [-0.369, 3.282, -0.863], [0.872, 4.197, 1.811], [-1.553, 2.275, 1.769], [3.040, 0.978, -0.879], [3.897, -0.678, -0.880], [2.078, 1.265, -2.443], [4.197, 2.374, -0.501], [1.725, 0.728, 5.290], [0.548, -0.149, 4.319], [0.624, 1.622, 4.248], [4.170, 1.955, 4.135], [3.211, 2.981, 3.071], [4.508, 1.975, 2.405], [3.630, -1.361, 3.937], [4.227, -1.039, 2.312], [2.652, -1.821, 2.542], [0.483, 3.765, -1.343], [-1.202, 3.990, -0.886], [-0.652, 2.405, -1.446], [1.903, 4.319, 1.475], [0.876, 4.023, 2.889], [0.356, 5.144, 1.631], [-2.051, 1.495, 1.187], [-2.251, 3.110, 1.877], [-1.347, 1.883, 2.767], [3.512, -1.327, -1.669], [3.806, -1.203, 0.072], [4.964, -0.537, -1.072], [1.139, 0.708, -2.461], [2.681, 0.952, -3.301], [1.845, 2.322, -2.576], [4.972, 2.073, 0.204], [3.690, 3.256, -0.108], [4.693, 2.666, -1.432]],
  "forces_ev_per_a": [[-0.08, -0.54, 0.15], [0.19, -0.01, -0.10], [-0.09, 0.08, 0.06], [0.01, -0.04, 0.04], [-0.01, -0.05, 0.04], [0.01, -0.01, 0.01], [-0.08, 0.01, -0.08], [0.17, 0.03, 0.05], [-0.08, 0.09, -0.03], [-0.12, -0.07, -0.17], [0.05, -0.01, 0.00], [-0.03, 0.02, -0.03], [0.01, -0.04, 0.06], [0.00, 0.00, 0.01], [-0.01, -0.01, 0.00], [0.01, 0.00, 0.01], [-0.01, 0.01, -0.03], [0.01, -0.01, -0.01], [0.00, 0.01, -0.02], [0.00, 0.00, 0.01], [0.07, 0.03, 0.00], [0.01, 0.09, 0.21], [-0.08, -0.01, -0.03], [-0.01, -0.01, 0.03], [-0.14, 0.01, -0.13], [0.09, 0.02, 0.05], [0.01, 0.03, -0.15], [0.04, -0.02, 0.13], [0.02, 0.02, 0.02], [0.00, -0.07, -0.06], [0.01, 0.00, 0.00], [0.01, 0.01, 0.00], [0.01, 0.01, 0.00], [0.01, 0.00, 0.00], [-0.03, 0.00, 0.00], [-0.09, 0.01, 0.08], [-0.07, -0.07, -0.08], [0.08, 0.10, 0.04], [0.05, -0.10, -0.01], [0.14, 0.49, -0.02], [0.03, -0.07, -0.02], [-0.01, 0.04, -0.11], [0.05, 0.07, 0.10], [-0.13, -0.04, 0.06], [-0.13, -0.03, -0.01], [0.03, -0.10, 0.00], [-0.06, 0.04, -0.10], [0.09, 0.08, 0.03], [-0.03, -0.01, -0.01], [-0.02, 0.01, -0.01], [-0.01, -0.01, 0.01], [0.01, 0.02, -0.03], [0.03, 0.00, 0.01], [0.00, -0.01, 0.00], [0.00, 0.02, -0.02], [-0.01, -0.02, 0.01], [0.02, -0.02, 0.02], [-0.01, -0.01, -0.01], [0.02, -0.01, 0.00], [0.00, 0.01, -0.01], [-0.01, 0.02, -0.01], [0.03, 0.02, -0.01], [0.00, -0.02, 0.02], [0.00, 0.03, 0.02], [0.02, 0.00, 0.00], [-0.01, -0.01, 0.00], [0.02, 0.00, 0.04], [0.03, -0.01, -0.01], [-0.02, 0.00, -0.02], [0.01, -0.01, -0.02], [-0.01, 0.01, 0.02], [-0.01, -0.03, -0.01], [-0.01, 0.04, 0.00], [0.01, 0.00, -0.01], [0.01, -0.01, 0.03]]
}